Version P
Molecular formula: C7H14N2
Method: DFT, wB97M-V/def2-TZVPD

LUMO: 0.9 eV
M: 126.2 g mol⁻¹
SMILES: [H]/N=C(\N)[C@@]1(CC)C[C@@H]1C
Highest occupied orbital energy: -9.09 eV

The geometry in ORCA input format:
```
! wB97M-V def2-TZVPD RIJCOSX def2/J DEFGRID3
* xyz 0 1
C 2.0770 -0.2569 0.8355
C 1.0774 -1.0636 0.0053
C -0.3902 -0.4314 -0.0721
C -1.3431 -0.9607 -0.9813
C -0.8633 0.4867 -1.1251
C 0.1951 0.9722 -2.0563
C -1.0188 -0.1383 1.2583
H 1.8658 -0.5564 1.8791
H 2.1215 0.7763 0.5355
H 3.0909 -0.6335 0.6487
H 1.0634 -2.0517 0.4223
H 1.4263 -1.0927 -1.0364
H -2.3062 -1.1891 -0.6698
H -1.0393 -1.5828 -1.7462
H -1.4771 1.3265 -0.7410
H 0.7199 0.1389 -2.5601
H 0.9584 1.5090 -1.5390
H -0.1757 1.6983 -2.7877
H -0.3972 1.8335 0.9754
H -0.9808 1.6110 2.4592
H -1.9869 -0.5730 2.7882
N -0.9362 1.1973 1.5637
N -1.6808 -1.0193 1.9437
*
```

=====

Version Q
Molecular formula: C7H14N2
Method: DFT, wB97M-V/def2-TZVPD

LUMO: 0.9 eV
M: 126.2 g mol⁻¹
SMILES: C/C=C(N)/C(C)=C(\C)N
Highest occupied orbital energy: -6.72 eV

The geometry in ORCA input format:
```
! wB97M-V def2-TZVPD RIJCOSX def2/J DEFGRID3
* xyz 0 1
C -1.2753 1.6101 1.3909
C 0.5337 -1.6483 1.2146
C 1.5903 -0.4763 -2.3020
C 0.2825 0.8457 -0.5393
C -0.5280 0.5767 0.5950
C -0.6547 -0.8041 0.8148
N 0.9707 2.0400 -0.7243
N -1.8722 -1.3363 1.2209
C 0.4316 -0.2578 -1.3694
H 1.1566 2.2693 -1.6925
H 0.6047 2.8230 -0.2006
H -1.9101 -2.3478 1.2559
H -2.6782 -0.9293 0.7607
H -0.4448 -0.8475 -1.6263
H -0.6526 2.4991 1.5448
H -2.1956 1.9370 0.8976
H -1.5507 1.2772 2.3969
H 0.4427 -1.9292 2.2726
H 0.5977 -2.5664 0.6253
H 1.4682 -1.0952 1.1110
H 2.4936 0.0306 -1.9537
H 1.8163 -1.5455 -2.3752
H 1.3737 -0.1249 -3.3177
*
```

=====

Most stable structure among those shown: version P. Next: +7.2 kcal/mol.